[1]
68
Properties=species:S:1:pos:R:3:forces:R:3 method="wB97M-V/def2-TZVPD" homo_ev=-7.1 total_energy_ha=-2826.50490 gap_ha=0.216 multiplicity=1 total_charge=0
Au -3.023824 1.302930 -3.229146 0.019 -0.040 0.018
F 3.818640 1.812971 -0.610160 -0.003 -0.018 -0.013
C 2.667882 1.342703 -0.055549 0.025 -0.005 0.012
C 1.482046 1.968007 -0.325133 0.019 0.002 0.005
C 0.308395 1.534483 0.282727 -0.002 -0.002 0.004
C -0.951442 2.262604 -0.016011 -0.028 0.052 -0.034
O -0.962101 3.220361 -0.770852 0.022 -0.037 0.030
C -2.110224 1.756894 0.699753 0.022 -0.002 0.084
C -1.991181 0.705691 1.522689 -0.012 -0.023 -0.009
N -0.822735 0.009076 1.752368 0.027 0.054 0.001
C -0.851234 -1.059851 2.710734 0.001 -0.012 -0.010
C -0.433100 -2.438824 2.288821 0.011 -0.010 0.013
C -1.882302 -2.130740 2.513112 -0.010 0.009 0.005
C 0.348687 0.447390 1.169471 -0.065 -0.012 0.010
C 1.573298 -0.183669 1.417480 -0.021 -0.013 0.008
C 2.735940 0.246148 0.805006 0.006 0.006 0.001
N 3.938946 -0.458973 1.051398 0.010 -0.005 -0.049
C 5.026427 -0.490635 0.099205 -0.021 -0.040 0.033
C 5.868691 -1.749087 0.392241 -0.026 -0.015 -0.015
N 5.016214 -2.731590 1.137858 -0.015 0.026 -0.106
C 4.653498 -2.232671 2.508502 0.003 0.004 0.044
C 4.377859 -0.726333 2.397965 -0.020 -0.002 0.011
C -3.469598 2.362361 0.431121 0.036 0.027 -0.033
O -4.031590 3.052704 1.276115 0.009 0.038 -0.034
O -3.890932 2.043833 -0.727336 -0.044 0.041 -0.014
H 1.431879 2.820118 -0.991562 -0.007 0.000 0.001
H -2.850318 0.319337 2.054127 0.007 -0.010 -0.006
H -0.630340 -0.759891 3.730826 0.011 -0.005 0.001
H 0.087684 -3.046291 3.018718 -0.002 -0.002 -0.003
H -0.111926 -2.560047 1.264499 -0.003 0.001 -0.008
H -2.370972 -2.524384 3.392554 0.001 -0.001 0.001
H -2.503438 -2.045278 1.630056 0.007 -0.005 -0.008
H 1.608087 -1.049689 2.062419 0.009 -0.018 0.000
H 5.682331 0.385130 0.151557 0.014 0.002 -0.006
H 4.619177 -0.535600 -0.908517 -0.016 -0.001 -0.001
H 6.728019 -1.537360 1.026318 -0.008 -0.002 0.013
H 6.215530 -2.227970 -0.520631 0.005 0.000 0.003
H 5.480192 -3.635886 1.201099 0.011 -0.006 -0.003
H 4.157805 -2.897017 0.593549 0.009 0.002 0.006
H 5.482405 -2.463941 3.176148 -0.005 0.001 0.003
H 3.772030 -2.791355 2.818275 -0.006 0.013 0.008
H 5.284531 -0.155538 2.639548 0.003 0.003 0.011
H 3.612531 -0.435796 3.112760 -0.003 -0.013 -0.007
S -4.489648 2.516367 -4.475339 0.022 0.010 -0.007
C -5.350855 3.595610 -3.461720 0.009 0.034 -0.054
N -5.221889 3.609906 -2.117455 -0.047 0.027 0.072
C -5.902675 4.471968 -1.355637 0.020 -0.018 0.007
C -6.757900 5.373905 -1.928091 -0.007 0.018 0.011
C -6.862997 5.304837 -3.319409 -0.011 0.003 -0.011
N -6.193841 4.457191 -4.069781 -0.004 -0.014 -0.004
H -4.586451 2.884450 -1.518293 -0.024 -0.115 -0.012
H -5.715311 4.378052 -0.290712 0.009 0.001 0.003
H -7.319309 6.084013 -1.341956 0.001 -0.001 0.002
H -7.532346 5.976088 -3.849286 0.006 0.004 -0.001
Cl 3.094089 -4.460754 -0.867434 0.017 0.025 0.012
C 1.674696 -3.450111 -1.171638 0.007 -0.053 0.025
C 1.866355 -2.153754 -1.606188 0.026 0.059 0.014
C 0.752363 -1.355443 -1.820685 0.022 0.047 -0.032
C -0.523450 -1.852880 -1.594243 -0.032 -0.068 0.032
C -0.683489 -3.173515 -1.185285 0.021 0.075 -0.027
C 0.417328 -3.990529 -0.971324 0.016 -0.012 0.003
C -1.760231 -0.982803 -1.800018 0.030 0.038 0.044
O -1.496304 0.123730 -2.384809 -0.039 -0.032 -0.055
O -2.833427 -1.409945 -1.398903 -0.009 -0.013 -0.007
H 2.865361 -1.779018 -1.788267 0.003 0.011 -0.017
H 0.854184 -0.336847 -2.172134 0.003 -0.005 0.020
H -1.691502 -3.536516 -1.031990 0.002 -0.010 0.010
H 0.305782 -5.018325 -0.653528 -0.007 0.005 0.006


[2]
68
Properties=species:S:1:pos:R:3:forces:R:3 method="wB97M-V/def2-TZVPD" homo_ev="-12.1 / -12.1" s2=2.07 total_energy_ha=-2616.39915 gap_ha="0.216 / 0.141" multiplicity=3 total_charge=+2
Au -1.318302 1.245958 -1.394336 0.571 0.132 0.184
S -2.550453 1.384369 0.645146 0.001 -0.363 -0.063
C -3.069059 -0.275447 0.655021 0.136 0.594 0.435
N -3.365211 -0.958158 1.743001 -0.071 -0.155 -0.342
N -3.209186 -0.355609 2.888180 0.093 0.093 0.352
C -3.339669 -1.003059 4.089455 -0.007 0.033 -0.173
C -3.650744 -2.373378 4.147450 -0.033 -0.047 -0.044
C -3.697671 -2.982769 5.377601 -0.011 0.000 0.038
C -3.451460 -2.247003 6.541443 -0.018 -0.002 -0.020
C -3.164360 -0.882306 6.476503 -0.015 -0.006 0.037
C -3.110801 -0.252139 5.256570 0.014 0.039 0.042
N -3.315557 -1.018530 -0.488878 -0.116 -0.331 -0.291
N -2.828630 -0.615787 -1.562485 -0.164 0.123 0.160
C -3.252606 -1.300705 -2.712585 -0.123 -0.277 -0.235
C -2.519189 -1.131339 -3.886459 0.069 0.090 0.159
C -2.917695 -1.776192 -5.040899 -0.086 -0.053 -0.091
C -4.061697 -2.565657 -5.032707 0.066 0.011 0.018
C -4.799029 -2.729694 -3.861319 -0.001 -0.031 -0.104
C -4.398589 -2.109727 -2.699186 0.108 0.092 0.134
H -2.920282 0.625987 2.904051 0.034 0.000 -0.044
H -3.841869 -2.920112 3.235118 0.031 0.020 0.014
H -3.924936 -4.038138 5.442554 -0.006 0.025 0.021
H -3.491227 -2.739702 7.503713 0.005 0.005 -0.010
H -2.983595 -0.320185 7.382053 -0.015 -0.017 -0.002
H -2.897260 0.808631 5.189856 0.024 -0.028 -0.016
H -1.633406 -0.510648 -3.880423 -0.050 0.001 -0.014
H -2.344879 -1.659570 -5.950978 -0.009 -0.005 0.015
H -4.381693 -3.056111 -5.942398 -0.002 -0.002 0.009
H -5.690088 -3.342418 -3.865631 0.005 0.008 0.004
H -4.958510 -2.219637 -1.782022 -0.032 -0.018 -0.026
C -1.692849 6.407449 -3.644812 0.013 -0.028 0.018
C -1.021965 5.140914 -4.019921 0.014 -0.002 0.056
N -0.409483 4.897982 -5.129225 0.034 -0.132 0.032
N 0.023916 3.606532 -5.014109 0.079 0.023 -0.101
C -0.304193 3.032440 -3.863528 -0.120 -0.005 -0.147
S 0.061078 1.444395 -3.375419 -0.045 0.029 0.112
N -0.976825 4.009045 -3.208979 -0.133 0.072 0.154
N -1.515991 3.834936 -1.937656 0.066 0.008 0.036
H -1.576938 7.111120 -4.464614 0.001 0.003 0.002
H -1.249589 6.839171 -2.746196 0.002 -0.014 -0.011
H -2.759261 6.253418 -3.469211 0.017 -0.005 -0.011
H 0.535466 3.177918 -5.770208 0.008 0.032 -0.017
H -0.925250 4.288519 -1.246865 -0.028 0.086 -0.027
H -2.450137 4.228772 -1.897433 -0.040 -0.069 -0.052
N 5.039340 -2.009870 0.792109 -0.053 -0.070 -0.080
C 6.269199 -1.995940 1.413640 -0.101 0.050 0.112
C 7.279624 -2.949741 1.523321 -0.051 -0.054 -0.073
C 8.380176 -2.589229 2.264701 0.037 0.050 0.056
C 8.478916 -1.324580 2.881429 0.062 -0.026 -0.017
C 7.476778 -0.390777 2.772258 0.055 0.097 0.032
C 6.344781 -0.739363 2.031110 -0.045 -0.025 -0.030
N 5.190979 -0.021144 1.788697 0.139 0.070 0.031
C 4.448425 -0.800431 1.053919 0.000 -0.098 -0.017
C 3.124905 -0.404073 0.582977 0.026 -0.054 -0.019
C 2.298249 -1.225087 -0.181656 0.018 -0.007 0.012
C 1.066559 -0.752908 -0.587534 -0.071 0.015 -0.028
N 0.620676 0.465711 -0.268731 -0.080 -0.001 -0.179
C 1.408155 1.255077 0.475262 -0.169 0.080 0.017
C 2.650342 0.865813 0.915235 0.017 0.004 0.022
H 4.668916 -2.768525 0.248381 -0.011 0.014 -0.001
H 7.206616 -3.926282 1.062263 -0.002 0.035 -0.019
H 9.191184 -3.296049 2.378468 0.004 0.021 0.016
H 9.367862 -1.089730 3.451568 -0.009 -0.007 -0.020
H 7.555723 0.586402 3.230465 -0.026 -0.046 0.030
H 2.593244 -2.224473 -0.471646 -0.018 0.016 -0.002
H 0.410084 -1.371975 -1.189333 0.018 0.025 0.008
H 1.011662 2.229739 0.732664 0.011 -0.012 -0.036
H 3.267276 1.523897 1.511200 -0.017 -0.009 -0.006


[3]
125
Properties=species:S:1:pos:R:3:forces:R:3 method="wB97M-V/def2-TZVPD" homo_ev=-7.8 total_energy_ha=-30934.73295 gap_ha=0.276 multiplicity=1 total_charge=0
C 5.986729 1.761862 -1.049760 -0.132 -0.336 0.041
C 4.739336 2.352658 -1.713051 -0.203 0.095 0.034
C 4.390682 1.750692 -3.074868 0.162 -0.298 -0.124
C 4.340238 0.213538 -3.078117 -0.309 0.438 -0.075
C 3.195369 -0.265531 -2.189412 0.014 -0.153 -0.077
C 2.726536 -1.709168 -2.401350 -0.107 0.357 0.006
C 1.678196 -2.112265 -1.344180 -0.071 -0.215 -0.421
C 0.222976 -1.954376 -1.829075 0.135 0.453 0.160
C -0.281451 -0.496314 -1.615034 0.349 -0.156 -0.518
C -0.781729 0.153217 -2.923480 -0.278 -0.154 0.274
B -1.387937 1.584624 -2.777220 -0.300 0.241 0.353
O -0.689428 2.640424 -2.182835 -0.211 0.012 -0.332
B -1.121838 3.924918 -2.454273 -0.033 0.167 0.040
O -1.942643 4.162092 -3.548622 0.240 -0.414 -0.048
B -2.575972 3.052380 -4.088629 -0.371 0.177 0.695
C -3.065741 3.023073 -5.587596 -0.031 0.037 -0.038
C -1.839786 2.955587 -6.504330 0.023 0.003 0.324
F -3.852317 1.875211 -5.795673 -0.005 0.048 -0.001
O -2.640469 1.915365 -3.300377 0.916 -0.310 -0.890
H 6.464734 2.473692 -0.374635 -0.026 -0.028 -0.051
H 6.727248 1.429880 -1.784468 -0.014 0.183 0.042
H 5.728637 0.877353 -0.455931 0.029 0.068 -0.070
H 4.847387 3.438348 -1.819441 -0.007 -0.102 -0.001
H 3.872447 2.193607 -1.060199 0.226 0.151 0.018
H 3.388831 2.088838 -3.367744 0.131 0.162 -0.035
H 5.081068 2.102619 -3.852525 0.037 -0.022 0.165
H 5.292465 -0.216093 -2.757656 -0.158 0.074 0.052
H 4.185585 -0.102784 -4.116739 -0.039 -0.152 0.123
H 2.323591 0.376826 -2.384293 0.172 0.049 0.129
H 3.467106 -0.119284 -1.135549 -0.060 -0.015 -0.095
H 3.566331 -2.410314 -2.407253 0.065 0.104 0.104
H 2.280173 -1.749129 -3.404044 0.091 -0.222 0.065
H 1.860170 -3.144510 -1.024490 -0.111 0.344 -0.279
H 1.813516 -1.474153 -0.461955 0.076 -0.250 -0.154
H 0.177297 -2.180287 -2.901262 -0.023 -0.112 0.149
H -0.432219 -2.671687 -1.324187 0.049 0.108 0.000
H -1.051998 -0.453277 -0.840167 0.071 0.007 -0.054
H 0.581471 0.085296 -1.273058 -0.335 0.087 0.225
H -1.517964 -0.493744 -3.414490 0.065 0.064 0.066
H 0.067250 0.233522 -3.620146 -0.034 -0.025 0.061
H -0.801201 4.830439 -1.756555 0.123 -0.165 -0.238
H -3.686680 3.881509 -5.860790 0.031 -0.037 0.007
H -2.120155 2.523686 -7.465375 -0.006 0.145 0.003
H -1.048298 2.334897 -6.067322 -0.096 -0.012 -0.130
H -1.435249 3.961122 -6.636830 -0.009 -0.090 -0.093
C 2.017316 3.619275 1.611643 1.141 0.771 0.197
Cl 1.130709 3.044124 3.027544 4.707 3.755 -3.746
Cl 1.378711 2.834760 0.163689 -0.008 -0.014 0.108
Cl 1.805793 5.363390 1.457432 0.108 0.198 -0.097
Cl 3.732573 3.231614 1.791854 0.292 -0.032 -0.135
C -5.880753 3.378528 -1.517082 0.229 0.184 0.079
Cl -6.170055 5.120801 -1.529065 -0.039 -0.027 0.044
Cl -4.435948 3.054389 -0.528768 -0.136 -0.032 0.021
Cl -7.262423 2.543307 -0.819006 -0.046 0.034 -0.172
Cl -5.578853 2.822949 -3.156910 -0.240 -0.104 -0.128
C -7.843473 0.940658 3.083886 -0.003 0.029 0.015
Cl -8.424060 2.547749 3.538639 -0.008 0.005 0.002
Cl -7.499222 0.013036 4.544898 -0.067 -0.086 -0.131
Cl -9.080989 0.117728 2.126515 0.016 0.005 0.004
Cl -6.368814 1.102233 2.132752 -0.014 -0.057 0.053
C -1.735663 1.261109 2.655309 -0.184 -0.036 0.342
Cl -0.463766 1.830690 3.739980 -5.900 -4.679 3.556
Cl -1.829971 2.336166 1.254863 0.137 -0.105 -0.051
Cl -1.363660 -0.394643 2.169507 -0.005 0.115 -0.141
Cl -3.290074 1.282588 3.490784 -0.036 0.015 0.012
C 5.966331 -3.160695 -5.160599 0.074 -0.018 -0.028
Cl 7.162109 -3.879764 -6.242056 0.039 0.086 0.008
Cl 4.638540 -2.495474 -6.117183 -0.023 0.014 0.022
Cl 5.343301 -4.409119 -4.075816 -0.026 0.002 0.028
Cl 6.717822 -1.873891 -4.212094 0.116 -0.188 -0.118
C 1.672819 -4.431132 1.312739 -0.073 0.000 0.161
Cl 1.005545 -2.821124 1.619961 -0.068 -0.134 0.349
Cl 1.674000 -5.350885 2.819559 0.004 -0.015 -0.031
Cl 0.671352 -5.260827 0.118509 -0.028 -0.088 0.006
Cl 3.327016 -4.291826 0.716052 0.139 -0.063 0.088
C 8.917375 4.768941 -0.914911 -0.044 0.037 0.057
Cl 9.817207 3.814734 0.267553 -0.004 -0.004 0.000
Cl 9.912387 6.134934 -1.444588 -0.034 -0.013 0.058
Cl 8.499861 3.756064 -2.293278 0.060 0.065 -0.090
Cl 7.436636 5.386510 -0.171396 0.005 -0.010 0.002
C -0.006805 -8.249181 4.832703 0.001 -0.002 -0.014
Cl 0.443856 -9.097514 3.350584 0.001 0.003 -0.004
Cl -1.279022 -7.077299 4.476860 -0.003 0.002 0.003
Cl -0.590160 -9.410652 6.024318 -0.018 0.015 -0.003
Cl 1.408445 -7.404024 5.476324 0.000 -0.017 0.043
C -6.824722 1.533381 8.369066 0.002 0.029 0.033
Cl -5.646206 1.516563 7.052778 0.033 0.012 0.066
Cl -6.154587 0.688234 9.769280 -0.002 -0.005 0.008
Cl -7.181168 3.204777 8.810674 0.034 0.035 -0.071
Cl -8.309026 0.723497 7.856751 0.030 0.029 0.028
C 10.982721 4.639777 -6.124982 -0.001 -0.016 0.008
Cl 11.015305 5.213583 -4.457501 0.035 -0.002 -0.084
Cl 10.657386 5.993224 -7.211743 0.000 0.001 -0.001
Cl 12.539539 3.914222 -6.536593 0.000 0.002 0.001
Cl 9.706110 3.427373 -6.297969 -0.002 -0.001 -0.001
C 7.339971 -7.886397 -7.660906 0.003 0.009 0.003
Cl 8.163949 -8.864749 -6.443725 0.002 0.001 0.001
Cl 8.449099 -6.647531 -8.266019 0.002 0.004 -0.002
Cl 6.829758 -8.917020 -9.000660 0.000 -0.001 0.001
Cl 5.930406 -7.110921 -6.938678 -0.045 -0.071 -0.007
C -1.193593 -13.013572 7.715294 -0.002 -0.007 0.003
Cl -0.348098 -13.156982 6.172195 -0.005 -0.002 -0.003
Cl -0.086332 -12.382519 8.937912 0.004 0.004 -0.006
Cl -2.563982 -11.912376 7.538493 0.024 0.004 -0.007
Cl -1.782622 -14.602740 8.213623 0.000 0.000 0.008
C -5.477246 8.253068 1.074701 -0.427 -0.482 -0.195
Cl -5.081828 9.847925 1.719255 -0.784 0.625 0.302
Cl -7.080049 7.767131 1.634818 0.146 0.097 0.018
Cl -5.467689 8.311098 -0.691143 0.018 0.123 -0.038
Cl -4.280636 7.076154 1.623738 -10.055 -8.884 2.662
C -6.695862 -11.377310 6.001424 0.029 0.012 -0.003
Cl -5.976701 -12.791133 6.776015 -0.048 -0.032 0.005
Cl -5.436183 -10.483791 5.141110 0.008 0.008 0.000
Cl -7.939183 -11.893668 4.859857 0.007 0.002 0.000
Cl -7.418510 -10.335728 7.230945 -0.003 0.000 0.001
C -1.517775 7.786871 0.266602 -0.082 0.947 0.080
Cl -1.444118 6.036232 0.453427 -0.106 -0.239 0.220
Cl 0.020191 8.499241 0.778003 0.269 -0.138 0.038
Cl -1.812893 8.188118 -1.427498 -0.023 -0.086 -0.041
Cl -2.822662 8.436247 1.263190 10.885 8.146 -2.863
C -11.080578 3.393199 10.240015 0.014 0.016 0.004
Cl -10.678701 5.069648 10.630745 -0.001 0.004 -0.003
Cl -12.667020 2.995598 10.906849 0.005 0.006 0.001
Cl -11.113111 3.193915 8.485937 0.004 -0.009 -0.009
Cl -9.861686 2.324826 10.937943 -0.065 -0.057 0.059


Across the entries above, ΔE to the lowest compared entry with this formula, charge and spin takes the values 12.32; 0.00; 0.00 kJ/mol, respectively.